C2H10N4 | ωB97M-V/def2-TZVPD

Geometry as XYZ:
```
16
Properties=species:S:1:pos:R:3:mulliken_charge:R:1
C 0.710 -0.531 0.406 -0.418
C -2.614 -0.372 -0.268 -0.587
N 1.775 -0.132 -0.531 0.079
N -0.195 0.614 0.585 -0.170
N 2.959 0.295 -0.100 -0.252
N -1.643 0.568 0.054 0.023
H 0.254 -1.517 0.257 0.378
H 1.165 -0.768 1.481 0.347
H -3.483 0.071 -0.746 0.353
H -2.283 -1.340 -0.748 0.312
H -3.295 -0.802 0.550 0.364
H 1.600 0.213 -1.538 0.349
H 0.217 1.483 0.374 0.329
H 3.286 -0.023 0.796 0.301
H 3.502 0.766 -0.810 0.303
H -1.955 1.474 0.236 0.289
```

Its SMILES is C/[NH+]=[NH+]\CNN. The energy above the lowest of the compared OMol25 structures with the same formula, charge and spin comes out at 515.5 kJ/mol. The value obtained for the HOMO energy (spin up / spin down) is -19.08 / -19.15 eV. As for the total charge: +2. The LUMO energy (spin up / spin down) is -10.34 / -10.94 eV. The spin multiplicity is 1.

C6H12O4 | ωB97M-V/def2-TZVPD

Geometry as XYZ:
```
22
Properties=species:S:1:pos:R:3:mulliken_charge:R:1
C 0.022 0.867 -1.096 0.179
C -0.432 1.308 0.148 0.067
C -1.812 -1.310 1.068 -0.818
C 0.430 1.963 1.158 -1.369
C 1.652 -1.332 -0.095 -1.303
C 0.208 -1.062 -0.430 1.326
O -0.490 -0.801 0.928 -0.395
O 1.272 1.320 -1.493 -0.501
O -0.906 0.738 -2.102 -0.629
O -0.407 -1.705 -1.285 -0.745
H 1.427 0.981 -2.384 0.381
H -0.958 -0.233 -2.266 0.415
H -1.505 1.354 0.285 0.532
H -2.447 -0.512 1.464 0.282
H -2.221 -1.654 0.116 0.376
H -1.816 -2.141 1.778 0.244
H 0.462 3.034 0.924 0.361
H 0.027 1.839 2.163 0.373
H 1.452 1.591 1.118 0.249
H 1.687 -2.124 0.656 0.342
H 2.202 -1.661 -0.977 0.349
H 2.152 -0.461 0.321 0.285
```

The energy above the lowest of the compared OMol25 structures with the same formula, charge and spin comes out at 330.3 kJ/mol. The value obtained for the HOMO energy (spin up / spin down) is -8.16 / -8.16 eV. The LUMO energy (spin up / spin down) is -0.11 / -0.11 eV. The spin multiplicity is 1.

C24H22IIrN10O7P2S | ωB97M-V/def2-TZVPD

Geometry as XYZ:
```
68
Properties=species:S:1:pos:R:3:mulliken_charge:R:1
Ir 0.891 -0.268 -0.469 2.608
N 4.472 -0.397 1.631 0.046
C 3.249 -0.904 1.472 -0.468
N 2.686 -0.286 0.454 0.003
C 3.632 0.618 0.025 0.105
N 4.731 0.565 0.725 -0.750
C 3.338 1.461 -1.141 0.404
C 4.191 2.435 -1.630 -0.471
N 3.880 3.150 -2.706 -0.574
C 2.724 2.885 -3.301 -0.621
C 1.865 1.900 -2.826 -0.387
N 2.176 1.196 -1.745 0.149
H 5.176 -0.649 2.307 0.173
H 2.812 -1.695 2.060 0.578
H 5.138 2.629 -1.139 0.494
H 2.478 3.472 -4.177 0.440
H 0.933 1.672 -3.326 0.366
O -1.356 0.666 -3.695 -0.530
P -1.790 0.866 -2.162 0.735
O -3.232 0.931 -1.972 -0.688
O -0.966 -0.128 -1.356 -0.658
O -1.068 2.363 -1.949 -0.260
P -1.034 3.077 -0.530 0.857
O -0.458 4.515 -0.870 -0.524
O -2.236 3.006 0.285 -0.682
O 0.268 2.394 0.116 0.187
H -2.107 0.868 -4.270 0.301
H -1.072 5.064 -1.376 0.350
S 0.723 -2.562 -0.037 -0.472
C -0.406 -2.425 1.295 0.837
N -0.779 -3.614 1.811 -1.082
N -1.782 -3.731 2.646 0.281
C -3.033 -3.078 2.726 0.932
C -3.479 -2.135 1.802 -0.342
C -4.741 -1.584 1.946 -0.705
C -5.566 -1.965 2.997 -0.536
C -5.127 -2.920 3.903 -0.560
C -3.868 -3.477 3.768 -0.554
N -0.734 -1.293 1.821 -0.782
N -0.130 -0.189 1.319 0.134
C -0.471 0.931 1.899 0.791
C -1.526 1.002 2.879 -0.770
C -1.795 2.149 3.512 -0.570
C -1.057 3.376 3.233 -0.561
C -0.107 3.407 2.310 -1.239
C 0.309 2.185 1.553 0.407
H -1.690 -4.555 3.222 0.252
H -2.864 -1.850 0.963 0.637
H -5.081 -0.858 1.219 0.482
H -6.549 -1.526 3.103 0.417
H -5.770 -3.238 4.712 0.379
H -3.524 -4.223 4.477 0.333
H -2.093 0.108 3.088 0.481
H -2.599 2.171 4.235 0.455
H -1.310 4.278 3.774 0.412
H 0.410 4.323 2.051 0.532
H 1.369 2.003 1.752 0.360
I -0.034 -1.976 -6.256 0.120
C 1.310 -1.985 -4.673 -0.650
C 2.605 -2.450 -4.824 -0.132
C 3.460 -2.392 -3.733 -1.001
C 2.997 -1.858 -2.547 -0.104
N 1.748 -1.413 -2.406 0.185
C 0.907 -1.491 -3.440 -0.278
H 2.943 -2.851 -5.770 0.420
H 4.476 -2.751 -3.808 0.458
H 3.641 -1.794 -1.678 0.358
H -0.103 -1.149 -3.279 0.491
```

The energy above the lowest of the compared OMol25 structures with the same formula, charge and spin comes out at 226.7 kJ/mol. The value obtained for the HOMO energy (spin up / spin down) is -9.89 / -10.50 eV. As for the total charge: +1. The LUMO energy (spin up / spin down) is -3.50 / -3.86 eV. The spin multiplicity is 2.

H2N2O3S2 | ωB97M-V/def2-TZVPD

Geometry as XYZ:
```
9
Properties=species:S:1:pos:R:3:mulliken_charge:R:1
N 8.324 0.860 -0.325 0.248
N 10.409 1.622 0.884 0.317
O 7.257 1.383 -0.497 -0.347
O 11.081 0.875 0.175 -0.447
O 9.128 1.721 0.715 -0.138
S 8.019 -1.267 1.331 -0.636
S -13.728 1.465 1.090 -0.928
H 8.935 -1.662 0.464 0.003
H -12.877 2.175 0.357 -0.072
```

The energy above the lowest of the compared OMol25 structures with the same formula, charge and spin comes out at 13.9 kJ/mol. The value obtained for the HOMO energy (spin up / spin down) is -1.59 / -1.59 eV. As for the total charge: -2. The LUMO energy (spin up / spin down) is 4.27 / 3.74 eV. The spin multiplicity is 1.

C33H82O15 | ωB97M-V/def2-TZVPD

Geometry as XYZ:
```
130
Properties=species:S:1:pos:R:3:mulliken_charge:R:1
C 22.830 -8.829 -21.147 -0.517
C 23.195 -7.665 -20.316 -0.538
C 22.656 -6.463 -21.078 -0.422
O 21.598 -6.922 -21.875 -0.398
C 21.631 -8.364 -21.972 -0.370
H 22.761 -9.719 -20.522 0.360
H 23.630 -8.940 -21.879 0.202
H 24.256 -7.548 -20.096 0.309
H 22.714 -7.818 -19.349 0.272
H 23.388 -6.153 -21.824 0.289
H 22.449 -5.692 -20.336 0.304
H 21.692 -8.718 -23.001 0.267
H 20.783 -8.860 -21.499 0.241
C 24.514 -4.106 -33.698 -0.636
C 23.402 -3.492 -34.483 -0.399
C 22.394 -3.333 -33.340 -0.418
O 23.219 -2.786 -32.360 -0.371
C 24.537 -3.280 -32.455 -0.318
H 25.521 -4.132 -34.113 0.335
H 24.361 -5.149 -33.422 0.229
H 23.099 -4.074 -35.353 0.336
H 23.591 -2.476 -34.828 0.222
H 21.929 -4.286 -33.088 0.227
H 21.577 -2.615 -33.402 0.268
H 24.964 -3.820 -31.610 0.285
H 25.284 -2.520 -32.685 0.239
C 34.330 -6.144 -26.807 -0.647
C 33.391 -5.146 -26.191 -0.427
C 33.370 -4.117 -27.260 -0.394
O 33.503 -4.875 -28.508 -0.407
C 33.865 -6.207 -28.241 -0.328
H 34.247 -7.148 -26.390 0.324
H 35.377 -5.850 -26.739 0.279
H 33.591 -4.817 -25.171 0.336
H 32.412 -5.624 -26.137 0.217
H 34.301 -3.550 -27.255 0.254
H 32.489 -3.475 -27.254 0.286
H 34.648 -6.500 -28.942 0.273
H 33.003 -6.874 -28.262 0.234
C 20.266 -0.536 -26.701 -0.528
C 19.873 -1.076 -25.336 -0.508
C 20.925 -0.436 -24.506 -0.400
O 21.258 0.806 -25.132 -0.385
C 20.611 0.902 -26.360 -0.416
H 19.484 -0.661 -27.450 0.341
H 21.183 -1.019 -27.038 0.250
H 19.943 -2.156 -25.208 0.285
H 18.893 -0.694 -25.049 0.273
H 21.786 -1.090 -24.373 0.271
H 20.574 -0.281 -23.485 0.262
H 21.145 1.479 -27.115 0.301
H 19.657 1.391 -26.159 0.254
C 25.141 0.689 -20.629 -0.540
O 25.331 -0.705 -20.719 -0.486
H 25.795 1.025 -19.824 0.258
H 25.296 1.266 -21.541 0.251
H 24.120 0.928 -20.331 0.210
H 25.978 -0.877 -21.407 0.305
C 26.902 -1.895 -26.165 -0.440
O 27.545 -1.269 -25.022 -0.497
H 27.703 -2.252 -26.813 0.226
H 26.303 -2.740 -25.825 0.200
H 26.287 -1.135 -26.645 0.223
H 28.194 -0.640 -25.345 0.289
C 28.245 -7.306 -28.996 -0.535
O 27.416 -6.828 -28.013 -0.489
H 29.013 -6.572 -29.240 0.235
H 28.748 -8.211 -28.654 0.230
H 27.746 -7.465 -29.952 0.257
H 26.522 -7.176 -28.051 0.299
C 30.010 3.895 -26.284 -0.479
O 30.085 2.535 -26.892 -0.489
H 29.612 3.796 -25.274 0.204
H 30.991 4.370 -26.276 0.241
H 29.375 4.543 -26.887 0.243
H 30.318 2.717 -27.805 0.282
C 25.518 1.992 -30.695 -0.506
O 24.985 1.889 -31.983 -0.492
H 26.047 2.944 -30.650 0.225
H 24.747 2.109 -29.934 0.236
H 26.253 1.230 -30.437 0.240
H 24.516 1.052 -32.023 0.298
C 25.669 -11.429 -30.315 -0.756
O 24.557 -10.498 -30.436 -0.302
C 23.557 -10.759 -29.451 -0.510
C 22.601 -9.563 -29.367 -0.539
O 23.272 -8.398 -28.824 -0.247
C 22.356 -7.338 -28.678 -0.743
H 26.238 -11.087 -29.450 0.298
H 26.286 -11.414 -31.213 0.261
H 25.440 -12.480 -30.138 0.314
H 24.023 -10.836 -28.469 0.318
H 22.999 -11.672 -29.660 0.358
H 21.773 -9.807 -28.702 0.368
H 22.253 -9.245 -30.349 0.347
H 22.970 -6.458 -28.489 0.221
H 21.683 -7.534 -27.843 0.312
H 21.794 -7.088 -29.578 0.301
C 33.821 -2.402 -15.923 -0.746
O 33.331 -1.737 -17.041 -0.292
C 32.831 -2.748 -17.990 -0.449
C 32.085 -2.074 -19.126 -0.586
O 32.776 -0.785 -19.450 -0.278
C 32.179 -0.114 -20.521 -0.704
H 33.082 -3.000 -15.389 0.296
H 34.203 -1.695 -15.186 0.267
H 34.616 -3.105 -16.169 0.296
H 32.079 -3.373 -17.508 0.326
H 33.702 -3.298 -18.345 0.353
H 31.045 -1.855 -18.883 0.355
H 32.122 -2.743 -19.986 0.338
H 32.117 -0.781 -21.381 0.288
H 32.690 0.805 -20.807 0.245
H 31.114 0.035 -20.339 0.293
C 29.246 -6.875 -21.340 -0.711
O 29.927 -7.231 -20.166 -0.268
C 30.314 -8.635 -20.124 -0.561
C 31.203 -8.846 -18.899 -0.606
O 32.422 -8.080 -19.086 -0.299
C 33.136 -8.060 -17.849 -0.713
H 28.825 -5.886 -21.161 0.233
H 28.416 -7.568 -21.481 0.295
H 29.921 -6.872 -22.196 0.279
H 30.833 -8.899 -21.045 0.369
H 29.449 -9.283 -19.983 0.370
H 31.519 -9.874 -18.717 0.430
H 30.570 -8.530 -18.070 0.345
H 33.343 -9.085 -17.542 0.299
H 32.498 -7.554 -17.125 0.297
H 34.082 -7.524 -17.931 0.241
```

Its SMILES is C1CCOC1.C1CCOC1.C1CCOC1.C1CCOC1.COCCOC.COCCOC.COCCOC.CO.CO.CO.CO.CO. The value obtained for the HOMO energy is -9.30 eV. The LUMO energy is 0.17 eV. The spin multiplicity is 1.

C34H38F6N10PSV | ωB97M-V/def2-TZVPD

Geometry as XYZ:
```
91
Properties=species:S:1:pos:R:3:mulliken_charge:R:1
V 0.217 -1.121 0.897 -0.128
C -2.001 -1.260 4.661 -0.819
C -1.132 -0.865 3.642 -0.408
N -0.999 -1.613 2.548 0.782
C -1.679 -2.778 2.490 0.262
C -2.562 -3.122 3.500 -0.442
N -2.728 -2.357 4.572 -0.480
C -1.298 -3.624 1.360 0.518
C -1.705 -4.922 1.155 -0.939
C -1.178 -5.659 0.084 0.463
C -0.248 -5.019 -0.745 -0.998
C 0.114 -3.714 -0.494 0.696
N -0.411 -3.022 0.542 0.739
C 1.043 -2.918 -1.297 0.059
C 1.811 -3.393 -2.345 -0.588
N 2.608 -2.594 -3.048 -0.485
C 2.641 -1.317 -2.718 -0.890
C 1.892 -0.804 -1.656 0.241
N 1.099 -1.610 -0.947 0.728
C -1.580 -7.049 -0.152 0.371
C -1.682 -7.551 -1.449 -0.557
C -2.071 -8.872 -1.616 -0.488
N -2.326 -9.688 -0.600 -0.498
C -2.214 -9.214 0.635 -0.492
C -1.858 -7.901 0.915 -0.547
H -2.093 -0.658 5.557 0.454
H -0.543 0.034 3.721 0.712
H -3.145 -4.033 3.452 0.494
H -2.429 -5.380 1.813 0.719
H 0.198 -5.562 -1.566 0.708
H 1.796 -4.439 -2.626 0.486
H 3.277 -0.657 -3.295 0.506
H 1.909 0.244 -1.383 -0.091
H -1.508 -6.932 -2.320 0.486
H -2.183 -9.290 -2.609 0.389
H -2.415 -9.910 1.440 0.394
H -1.762 -7.583 1.945 0.494
F 0.892 0.280 1.978 -0.514
P 2.663 -0.368 2.552 1.328
F 3.057 1.084 2.859 -0.267
F 3.916 -1.173 2.881 -0.235
F 1.758 -1.827 1.976 -0.162
F 2.971 -0.209 1.006 -0.226
F 1.918 -0.598 3.897 -0.321
C 5.388 4.784 -1.635 -1.197
C 4.199 4.208 -2.394 -0.497
C 3.850 2.773 -1.999 -0.403
C 3.593 2.586 -0.507 0.182
N 2.613 3.535 0.022 -0.151
C 1.288 3.422 -0.022 0.308
S 0.513 1.977 -0.576 -0.028
N 0.560 4.466 0.361 -0.195
C -0.893 4.596 0.234 -0.083
C -1.367 4.856 -1.196 -0.301
C -1.280 6.313 -1.644 -0.711
C 0.120 6.914 -1.597 -0.924
H 5.662 5.762 -2.025 0.395
H 6.265 4.139 -1.725 0.304
H 5.189 4.913 -0.567 0.269
H 4.412 4.222 -3.464 0.459
H 3.321 4.849 -2.264 0.036
H 4.676 2.111 -2.275 0.507
H 2.969 2.440 -2.557 0.156
H 4.504 2.732 0.072 0.645
H 3.236 1.581 -0.285 -0.923
H 2.990 4.427 0.312 0.342
H 1.058 5.302 0.633 0.337
H -1.177 5.426 0.883 0.612
H -1.342 3.691 0.639 -0.634
H -2.407 4.524 -1.262 0.406
H -0.796 4.216 -1.877 0.244
H -1.959 6.917 -1.036 0.342
H -1.659 6.374 -2.666 0.386
H 0.477 7.054 -0.573 0.202
H 0.132 7.900 -2.059 0.415
H 0.841 6.291 -2.134 0.165
N -3.011 -0.174 -1.403 0.003
C -1.819 -0.685 -1.176 -0.853
N -1.319 -0.292 0.011 0.937
C -2.294 0.569 0.562 0.050
C -2.294 1.346 1.714 -0.218
C -3.426 2.104 1.965 -1.050
C -4.516 2.119 1.088 -0.734
C -4.503 1.394 -0.089 -1.092
C -3.369 0.631 -0.322 0.890
H -3.547 -0.315 -2.250 0.321
H -1.315 -1.333 -1.874 0.627
H -1.430 1.418 2.356 0.473
H -3.460 2.723 2.851 0.522
H -5.377 2.728 1.326 0.479
H -5.327 1.430 -0.788 0.523
```

The energy above the lowest of the compared OMol25 structures with the same formula, charge and spin comes out at 151.8 kJ/mol. The value obtained for the HOMO energy (spin up / spin down) is -16.12 / -16.07 eV. As for the total charge: +3. The LUMO energy (spin up / spin down) is -11.73 / -11.59 eV. The spin multiplicity is 2.